Record 1
63
Properties=species:S:1:pos:R:3 method="wB97M-V/def2-TZVPD" homo_lumo_gap_ev=7.74 charge=+1 e_tot_ev=-44675.4412 lumo_ev=-3.53
Cl -3.7309 2.7808 1.9333
F 0.2019 -1.6423 -3.8509
O -0.2901 2.0356 -1.5358
N -2.1899 0.5805 2.0965
N -1.3522 3.8533 1.2550
C -0.4309 3.2828 0.5778
C -2.1861 -1.4647 0.7129
C -0.3278 1.7113 3.4656
C -1.1474 1.5252 2.1662
C 0.0773 0.7690 4.3025
C 0.0678 1.3301 -2.7364
C -2.0048 -2.1228 -4.5282
C -1.8602 -1.6140 3.2006
C -0.2279 1.8237 0.8986
C -0.1258 -2.7743 -5.8923
C -2.3673 -3.2753 -6.6068
C 1.3208 1.8072 1.0781
C 1.6075 1.3027 -2.8751
C -0.9961 -3.3290 -6.8191
C 2.8965 0.2978 2.4415
C 1.9113 0.3879 1.2606
C 3.1172 -1.1726 2.8119
C -2.8706 -2.6708 -5.4638
C -0.5558 1.1670 -0.4589
C 4.2871 -1.2944 3.8049
C -2.0441 -0.6908 2.0164
C -0.6460 -2.1820 -4.7608
C -1.9665 2.9220 2.1806
H 2.2145 -1.5715 3.2857
H -0.3840 0.3442 -2.8036
H 4.4684 -2.3232 4.1065
H 0.1350 3.8681 -0.1332
H -0.0212 0.2183 -0.5538
H -2.3777 -1.6541 -3.6260
H 4.0220 -0.7336 4.7025
H -2.8402 -0.8811 0.0671
H -0.3114 1.9326 -3.5594
H -3.0432 -3.7055 -7.3336
H -0.0253 2.7343 3.6804
H -1.6261 0.9300 -0.4620
H 1.8853 1.6917 -3.8515
H 2.4971 0.8506 3.2902
H 0.9455 -2.7991 -6.0427
H 2.5138 0.1684 0.3787
H 3.8717 0.6865 2.1487
H 1.7091 2.2043 0.1377
H 1.6758 2.4872 1.8553
H -1.9469 -1.0591 4.1300
H 3.3550 -1.7700 1.9296
H -1.2183 -1.6500 0.2522
H 0.4175 -0.2013 3.9575
H 1.1252 -0.3685 1.3397
H -2.7204 -2.3877 0.9303
H 2.0673 1.9558 -2.1369
H -3.9388 -2.6251 -5.2995
H -1.9455 3.4029 3.1558
H 1.9794 0.2846 -2.7716
H -2.7033 -2.3073 3.1872
H 0.0550 0.9247 5.3740
H -0.6034 -3.8034 -7.7081
H -0.9101 -2.1456 3.1494
H 5.1737 -0.8594 3.3487
H -1.6624 4.8176 1.2002



Record 2
68
Properties=species:S:1:pos:R:3 method="wB97M-V/def2-TZVPD" homo_lumo_gap_ev=9.70 e_above_lowest_kj_mol=79.39 smiles="CC(C)[C@H](C(=O)NC[C@H]1CCCO1)N(C[C@@H]1CCCO1)C(=O)CNS(=O)(=O)c1ccccc1" e_tot_ev=-52010.2175 lumo_ev=0.65
S -0.4952 2.6035 -1.1120
O -3.5013 0.7084 1.8960
O 0.3670 -2.5020 2.2426
O -1.3050 3.6827 -0.6375
O 1.5073 -0.9868 -2.1807
O 1.1908 2.1827 1.6326
O -0.7514 1.2752 -0.6104
N 1.8514 0.0869 1.1256
N 1.1227 3.0217 -0.8837
N -0.8926 -0.6311 2.2221
C -4.8955 0.5738 2.0592
C 1.0918 -1.2728 -0.8467
C 0.2689 -1.2893 2.3147
C -0.9337 3.7617 -4.9357
C 2.2259 -0.9169 0.1532
C -4.2535 -1.0640 0.4894
C 2.6334 -1.0396 3.2263
C 3.9047 -0.2003 3.1426
C -3.0204 -0.3490 1.0712
C 2.2104 -1.2321 4.6812
C -0.2265 1.4302 -3.5949
C -5.3888 -0.0810 0.7711
C -2.1382 -1.2888 1.8990
C -0.9136 3.7395 -3.5514
C 1.9500 -2.1792 -2.8184
C 1.6162 1.3787 0.8193
C 1.9495 1.8695 -0.5917
C 0.7457 -2.7618 -0.8573
C 1.8092 -3.3155 -1.8021
C -0.5618 2.5742 -2.8978
C 1.4825 -0.3639 2.4668
C -0.5975 2.6204 -5.6478
C -0.2449 1.4582 -4.9809
H -0.6119 2.6374 -6.7276
H -4.1340 -1.2792 -0.5695
H -5.1223 -0.0658 2.9268
H -4.4249 -2.0014 1.0217
H 3.0012 2.1723 -0.6292
H -1.2098 4.6649 -5.4585
H 2.9974 -1.7348 5.2382
H 1.1566 3.6802 -0.1119
H -0.9173 0.3784 2.2217
H -0.2470 -2.8991 -1.2887
H 4.6929 -0.6538 3.7389
H 2.5155 -1.8084 0.7083
H -1.1750 4.6027 -2.9609
H -2.4057 0.1138 0.2896
H 0.0175 0.5719 -5.5387
H 1.7578 1.1210 -1.3552
H 2.0136 -0.2712 5.1519
H -6.3561 -0.5643 0.8877
H 4.2546 -0.1170 2.1167
H 3.0935 -0.5687 -0.4159
H 0.0469 0.5358 -3.0588
H 0.2239 -0.6411 -0.6343
H 0.7629 -3.2006 0.1362
H 2.8147 -2.0298 2.7969
H 2.7480 -3.4709 -1.2701
H -2.6646 -1.5602 2.8228
H 3.7169 0.8016 3.5221
H -5.4495 0.6652 -0.0210
H 1.3104 -1.8388 4.7349
H -1.9050 -2.2036 1.3467
H 1.1875 0.5406 3.0081
H 1.5149 -4.2501 -2.2733
H -5.3071 1.5686 2.2347
H 1.3145 -2.3474 -3.6962
H 2.9817 -2.0419 -3.1583



Record 3
69
Properties=species:S:1:pos:R:3 method="wB97M-V/def2-TZVPD" homo_lumo_gap_ev=8.97 charge=+1 e_above_lowest_kj_mol=93.09 e_tot_ev=-99140.9369 lumo_ev=-2.59
Sr 0.8855 0.4902 0.1789
As 0.6953 -2.3613 0.0543
O 2.0406 -0.1948 3.1152
O -0.3369 0.8437 1.9831
N -3.6289 1.0861 -0.2407
N -2.6003 1.4273 -2.2971
N 3.3416 0.3278 0.1208
N -1.5185 0.1407 -0.7115
N -0.0682 3.0076 0.0351
N 1.7359 1.7857 1.9681
C -1.5857 1.0970 -3.2702
C -0.6270 4.1568 2.0528
C 4.3797 0.0614 -0.6694
C 2.0881 -3.6291 -0.6153
C 0.1516 -4.3374 2.1978
C -2.5421 0.8671 -1.0585
C -0.8447 -3.2611 -0.8152
C 3.5592 0.4106 1.4295
C -1.1003 5.1567 -0.0582
C 0.4747 -2.8665 1.9480
C -4.9777 0.9054 -0.7456
C 3.4057 -3.4944 0.1355
C -3.5219 0.7930 1.1741
C 4.8126 0.2365 2.0013
C -0.7781 -3.0352 -2.3233
C 5.8893 -0.0206 1.1723
C 5.6669 -0.1135 -0.1951
C 2.3522 0.6406 2.2830
C 0.4277 1.8276 1.9653
C -0.1057 3.0770 1.3636
C -3.2824 2.6822 -2.5395
C -0.5498 4.0344 -0.6523
C -1.1303 5.2230 1.3258
H 0.0210 -3.6288 -2.7648
H -2.5691 3.4199 -2.9143
H -1.5421 6.0849 1.8254
H -3.7185 3.0622 -1.6197
H 0.2052 -4.5664 3.2614
H -0.6334 4.1530 3.1298
H -3.7048 -0.2665 1.3990
H -0.4774 3.9511 -1.7274
H -1.3259 0.0460 -3.1654
H 3.2711 -3.7644 1.1822
H -4.2758 1.3819 1.6965
H 6.8815 -0.1368 1.5796
H -0.3160 -2.2219 2.3494
H 6.4740 -0.3317 -0.8783
H -0.6754 1.6977 -3.1369
H -4.9838 0.9131 -1.8288
H -5.6307 1.6952 -0.3714
H -1.7247 -0.3309 0.1681
H -0.8571 -4.5699 1.8552
H 2.2304 -3.3848 -1.6747
H -1.7103 -3.3187 -2.8074
H -5.3767 -0.0564 -0.4042
H -1.4845 5.9629 -0.6607
H -1.7640 -2.8246 -0.4145
H 0.8591 -4.9837 1.6744
H 4.9335 0.3026 3.0714
H -2.5396 1.0758 1.5514
H -1.9907 1.2757 -4.2659
H -4.0706 2.5644 -3.2876
H 4.1653 -4.1465 -0.2879
H 4.1536 -0.0079 -1.7280
H 3.7731 -2.4693 0.0831
H 1.7155 -4.6570 -0.5478
H 1.3946 -2.5767 2.4633
H -0.8330 -4.3348 -0.5969
H -0.5797 -1.9765 -2.5216